(1)
{"formula": "C19H46CaCl7FMgN4O10PS", "method": "ωB97M-V/def2-TZVPD", "homo_energy_ev": -8.39, "charge": 1, "gap_ha": 0.068, "symbols": ["C", "C", "C", "N", "P", "C", "C", "C", "C", "H", "H", "H", "H", "H", "H", "H", "H", "H", "H", "H", "H", "H", "H", "H", "H", "H", "H", "H", "H", "O", "S", "O", "O", "O", "C", "O", "N", "N", "H", "H", "H", "H", "C", "Cl", "Cl", "Cl", "H", "Mg", "C", "C", "C", "O", "C", "H", "H", "H", "H", "H", "H", "H", "H", "F", "Ca", "C", "N", "O", "O", "H", "H", "H", "C", "O", "C", "C", "O", "C", "H", "H", "H", "H", "H", "H", "H", "H", "H", "H", "C", "Cl", "Cl", "Cl", "Cl"], "positions_angstrom": [[0.861413, -2.425661, 1.087794], [1.312586, -0.945646, 1.026697], [0.164429, -0.033704, 1.462670], [0.288744, 1.366783, 0.927292], [-1.397363, 1.666337, 0.580322], [-3.325321, 1.457279, 0.353824], [-3.514941, 0.088333, 1.028259], [-4.345717, 0.259546, 2.332367], [-4.051512, -0.971638, 0.032244], [1.613277, -3.058584, 1.551142], [0.607919, -2.797159, 0.087667], [-0.026503, -2.455155, 1.723995], [1.571725, -0.646586, 0.012438], [2.143022, -0.812856, 1.719876], [-0.735361, -0.461491, 0.987152], [-0.034713, -0.049302, 2.533469], [0.586703, 1.987418, 1.676151], [-1.687080, 1.216418, 1.911920], [-1.261182, 0.802369, -0.531357], [-1.346876, 3.057866, 0.358328], [-3.516266, 1.363108, -0.718251], [-3.912533, 2.259347, 0.800307], [-2.544113, -0.305043, 1.352056], [-5.108197, 1.021699, 2.155637], [-3.721401, 0.622438, 3.147580], [-4.866338, -0.652113, 2.677676], [-4.141786, -1.923235, 0.601777], [-4.993584, -0.678020, -0.434828], [-3.275850, -1.171549, -0.702569], [2.967678, 1.253404, -1.992807], [4.143928, 0.759932, -1.271512], [5.339419, 1.046639, -2.073632], [3.998152, -0.680137, -1.045163], [4.275183, 1.419080, 0.030274], [8.472673, 0.001359, -1.089716], [7.596083, -0.335355, -0.335905], [9.760326, -0.569237, -0.981057], [8.331792, 0.917512, -2.070480], [10.533563, -0.321017, -1.590518], [9.875105, -1.261387, -0.246043], [7.416665, 1.332756, -2.167401], [9.067692, 1.196222, -2.691759], [2.391789, 0.052938, -5.044020], [3.315548, 0.719016, -6.392359], [0.769750, -0.422736, -5.578480], [3.232698, -1.299894, -4.305413], [2.285809, 0.823652, -4.290351], [11.805974, -1.338724, -0.705541], [-6.713941, 4.015888, -2.485549], [-5.587139, 3.729411, -3.475509], [-4.447947, 4.558906, -2.897882], [-4.651779, 4.587386, -1.479794], [-5.950774, 4.095201, -1.170686], [-7.497135, 3.258433, -2.477692], [-7.175236, 4.979178, -2.710569], [-5.328617, 2.667194, -3.451538], [-5.825613, 3.996896, -4.503137], [-4.474062, 5.586386, -3.271973], [-3.464473, 4.139690, -3.110250], [-5.841519, 3.099053, -0.717110], [-6.424812, 4.755103, -0.442762], [-0.327955, -1.821038, 3.497135], [-5.514274, -2.275721, 2.079759], [-7.881278, -4.251126, -1.974439], [-7.258394, -3.676296, -0.758845], [-7.284012, -4.304358, 0.284333], [-6.723270, -2.587472, -0.852225], [-8.297443, -5.219300, -1.723326], [-8.651815, -3.559976, -2.305457], [-7.080817, -4.328239, -2.710855], [5.752418, -0.544761, 2.864929], [6.026249, -1.143311, 4.123706], [6.696155, -0.278037, 5.020772], [5.744089, 0.287357, 6.052792], [4.795318, 1.161596, 5.464589], [3.520267, 0.565551, 5.282447], [5.078975, -1.208792, 2.325861], [5.267675, 0.427481, 2.978164], [6.671094, -0.430268, 2.281137], [7.195476, 0.533695, 4.481826], [7.463755, -0.867180, 5.535143], [6.315602, 0.870322, 6.783191], [5.242611, -0.526287, 6.585666], [3.017884, 0.427871, 6.245890], [3.591135, -0.396253, 4.770937], [2.925803, 1.242959, 4.671727], [-3.956290, -4.532029, -4.956360], [-5.005610, -3.958202, -6.250613], [-2.406520, -3.705770, -5.022265], [-4.733022, -4.175371, -3.385144], [-3.723768, -6.270987, -5.095778]], "forces_ev_per_a": [[-0.3, 0.5, -0.4], [-0.6, -0.3, 0.5], [0.9, 0.4, -0.8], [-0.6, -0.2, -0.1], [0.7, 0.1, 0.7], [0.5, -0.4, -0.2], [-0.7, -0.4, 0.0], [0.2, 0.9, -1.2], [0.1, 0.9, 1.2], [0.0, -0.1, -0.1], [0.2, -0.1, 0.0], [0.2, -0.3, 0.2], [0.4, 0.0, 0.1], [0.2, 0.2, -0.3], [0.2, -0.2, 0.2], [0.1, -0.3, 0.1], [0.2, -0.1, 0.0], [-0.2, 0.7, 0.1], [-0.1, 0.2, -0.1], [-0.1, -0.2, -0.1], [-0.3, 0.3, 0.0], [-0.1, 0.0, 0.0], [-0.2, -0.1, 0.1], [-0.3, -0.2, 0.1], [0.0, -0.3, 0.1], [0.6, 1.2, 1.0], [0.4, -0.4, -0.8], [0.0, -0.2, -0.1], [-0.2, -0.1, -0.2], [-0.2, -0.1, 0.4], [0.0, 0.0, 0.1], [0.3, -0.2, 0.2], [0.1, -0.2, -0.5], [0.0, 0.5, -0.2], [-0.5, 0.3, -0.1], [0.2, -0.2, 0.2], [-0.1, 0.1, 0.0], [0.1, 0.1, 0.0], [-0.9, 0.5, -0.5], [-0.8, 0.1, 0.0], [-0.1, -0.1, 0.0], [0.0, 0.0, 0.0], [0.1, 0.0, 0.1], [0.0, 0.0, 0.0], [0.0, 0.0, 0.0], [0.0, 0.0, 0.0], [0.0, 0.0, 0.0], [2.0, -0.8, 0.5], [0.0, 0.1, -0.1], [0.0, -0.1, 0.0], [0.0, 0.1, 0.0], [0.0, -0.1, 0.0], [0.0, -0.1, 0.1], [0.0, 0.0, 0.0], [0.0, 0.0, 0.0], [0.0, 0.0, 0.0], [0.0, 0.0, 0.0], [0.0, 0.0, 0.0], [0.0, 0.0, 0.1], [-0.1, 0.0, 0.0], [0.1, 0.0, 0.0], [-0.9, 0.1, 0.3], [-0.6, -1.5, -1.1], [-0.1, -0.2, -0.1], [0.0, 0.0, 0.0], [0.2, 0.1, 0.4], [0.2, 0.2, 0.4], [0.0, 0.0, 0.1], [0.1, 0.1, 0.0], [-0.2, 0.0, 0.0], [0.0, -0.1, 0.0], [0.0, 0.1, -0.1], [-0.1, -0.3, 0.1], [0.1, 0.3, 0.0], [-0.1, -0.1, 0.0], [0.0, 0.0, 0.0], [0.0, 0.0, 0.0], [0.0, 0.0, 0.0], [0.0, 0.1, 0.0], [0.0, 0.0, 0.0], [0.0, 0.0, 0.0], [0.0, 0.0, 0.0], [0.0, 0.0, 0.0], [0.0, -0.1, 0.0], [0.0, 0.0, 0.0], [0.0, 0.0, 0.0], [0.2, -0.1, -0.2], [0.0, 0.0, 0.1], [-0.1, 0.0, 0.0], [0.1, 0.1, 0.1], [0.0, 0.1, 0.0]]}


(2)
{"formula": "C19H46ClFN7O11PS", "method": "ωB97M-V/def2-TZVPD", "smiles": "O=S(=O)(F)N(COO)P(O)Cl.CN(C)C=O.CN(C)C=O.CN(C)C=O.CN(C)C=O.CN(C)C=O.CN(C)C=O", "homo_energy_ev": -8.89, "gap_ha": 0.342, "symbols": ["O", "S", "O", "F", "N", "C", "O", "O", "P", "O", "Cl", "H", "H", "H", "H", "C", "N", "C", "C", "O", "H", "H", "H", "H", "H", "H", "H", "C", "N", "C", "C", "O", "H", "H", "H", "H", "H", "H", "H", "C", "N", "C", "C", "O", "H", "H", "H", "H", "H", "H", "H", "C", "N", "C", "C", "O", "H", "H", "H", "H", "H", "H", "H", "C", "N", "C", "C", "O", "H", "H", "H", "H", "H", "H", "H", "C", "N", "C", "C", "O", "H", "H", "H", "H", "H", "H", "H"], "positions_angstrom": [[-6.454712, 1.734556, 3.575061], [-5.415026, 0.719290, 3.875490], [-5.886581, -0.611237, 3.432358], [-5.304419, 0.675184, 5.520207], [-3.905823, 1.160688, 3.192274], [-2.769160, 0.409381, 3.805474], [-2.429869, 0.907458, 5.097236], [-1.212702, 0.305739, 5.440478], [-3.782762, 0.740123, 1.453725], [-3.786396, -0.948071, 1.341592], [-5.469194, 1.368462, 0.402039], [-2.928685, -0.698717, 3.804810], [-1.877638, 0.590077, 3.119319], [-1.318719, -0.661182, 5.492310], [-2.857475, -1.222067, 1.304540], [0.943268, 4.042114, 0.664437], [0.395769, 2.705812, 0.775265], [-0.288112, 2.128748, -0.368236], [0.501479, 1.978356, 1.910404], [0.062657, 0.847743, 2.073412], [0.137788, 4.744414, 0.437701], [1.678763, 4.063222, -0.142096], [1.424786, 4.341276, 1.595115], [-1.312848, 1.885729, -0.082024], [0.219540, 1.212016, -0.661505], [-0.297813, 2.820140, -1.197051], [1.038865, 2.509450, 2.711791], [2.220403, -2.435681, -1.753538], [0.778543, -2.299006, -1.834293], [0.110780, -2.616673, -3.085231], [0.039291, -1.882057, -0.778315], [-1.170898, -1.745628, -0.778281], [2.684538, -1.779689, -2.494517], [2.495796, -3.471608, -1.962973], [2.581662, -2.166348, -0.762260], [-0.421429, -1.736403, -3.433605], [-0.614716, -3.415965, -2.919816], [0.836064, -2.930720, -3.833837], [0.645810, -1.664107, 0.113293], [0.602209, 1.861562, -5.990610], [0.579895, 1.721250, -4.546671], [-0.229787, 0.686300, -3.928591], [1.287063, 2.520112, -3.721491], [1.279309, 2.396301, -2.511357], [-0.411136, 2.061868, -6.347778], [0.966376, 0.933143, -6.436168], [1.253512, 2.678431, -6.293298], [-0.954989, 1.153338, -3.258832], [0.411046, 0.030480, -3.339088], [-0.753483, 0.106281, -4.685777], [1.876829, 3.291925, -4.240117], [0.700368, -5.495675, 3.524118], [1.211700, -4.370611, 2.767251], [0.435758, -3.145947, 2.713767], [2.392950, -4.424774, 2.107710], [2.876067, -3.518329, 1.457904], [-0.266230, -5.797925, 3.114560], [0.573823, -5.201445, 4.568427], [1.387258, -6.339391, 3.473523], [0.192227, -2.917249, 1.676891], [1.030675, -2.325243, 3.120529], [-0.482662, -3.252426, 3.288401], [2.901320, -5.396071, 2.214895], [1.495553, 2.456731, -11.979956], [1.474934, 2.320637, -10.536970], [0.659450, 1.280543, -9.937336], [2.193019, 3.133733, -9.727067], [2.214379, 3.066572, -8.515016], [0.483611, 2.657081, -12.339057], [1.859433, 1.528343, -12.425843], [2.147860, 3.275019, -12.281346], [-0.073029, 1.735151, -9.267160], [1.295710, 0.612399, -9.353469], [0.144658, 0.712433, -10.709392], [2.776745, 3.887569, -10.278200], [-0.143631, 0.932323, 9.781473], [0.467880, -0.297308, 9.318873], [0.681494, -1.378983, 10.262606], [0.847825, -0.470670, 8.029885], [1.362707, -1.475887, 7.582572], [0.474721, 1.370393, 10.568619], [-1.136512, 0.714691, 10.181731], [-0.238798, 1.646833, 8.965072], [1.746297, -1.615177, 10.308702], [0.144425, -2.267144, 9.924245], [0.327628, -1.092601, 11.251085], [0.642716, 0.406596, 7.397002]], "forces_ev_per_a": [[3.5, -1.4, 1.1], [-6.0, -0.5, -1.3], [2.4, 2.1, 1.5], [0.8, 0.1, -2.3], [-1.4, -1.4, 1.9], [1.6, -0.1, -1.3], [-1.3, -0.3, -0.5], [1.2, 0.1, 0.1], [1.6, -0.7, -1.8], [-0.8, 2.0, 0.6], [0.4, -0.7, 1.2], [-0.3, 0.7, 0.4], [-0.9, -0.1, 0.7], [-0.6, 0.2, 0.0], [0.1, 0.0, -0.4], [0.0, -0.1, -0.2], [0.1, -0.3, 0.7], [-0.5, -0.3, 0.6], [0.0, 0.4, -0.4], [-0.1, 0.0, -0.2], [0.1, 0.1, 0.0], [0.0, 0.1, 0.0], [-0.1, -0.1, 0.0], [0.0, -0.1, 0.0], [-0.1, 0.1, -0.2], [0.1, 0.1, 0.1], [0.0, 0.0, 0.0], [-0.1, 0.0, -0.2], [-0.2, 0.2, 0.3], [-0.2, -0.1, 0.4], [0.5, 0.0, -0.1], [-0.3, -0.1, -0.1], [0.1, -0.1, 0.0], [0.2, 0.1, 0.0], [-0.1, -0.1, 0.0], [-0.1, -0.2, -0.1], [0.0, 0.0, -0.1], [0.0, 0.0, 0.1], [0.1, 0.0, -0.1], [-0.1, -0.1, 0.3], [0.2, 0.3, 0.0], [0.1, 0.3, 0.1], [-0.1, -0.2, -0.4], [0.5, 0.1, -0.2], [0.1, 0.0, -0.1], [0.0, 0.1, -0.2], [0.0, -0.1, 0.0], [0.0, -0.2, 0.0], [-0.1, 0.1, 0.1], [0.1, 0.1, -0.1], [0.0, 0.0, -0.1], [-0.1, 0.3, 0.0], [0.4, -0.3, -0.2], [0.3, 0.2, -0.1], [-0.3, -0.1, 0.2], [-0.1, 0.2, -0.1], [0.0, -0.1, 0.1], [0.0, -0.1, 0.0], [0.0, 0.1, 0.0], [-0.1, 0.1, 0.1], [-0.2, 0.1, -0.1], [0.1, -0.1, 0.0], [0.0, -0.1, 0.0], [-0.1, -0.2, 0.2], [0.2, 0.3, 0.0], [0.1, 0.1, 0.2], [-0.1, -0.1, -0.3], [-0.1, -0.1, 0.2], [0.1, 0.0, -0.1], [0.0, 0.1, -0.1], [0.0, 0.0, 0.1], [0.0, -0.1, 0.0], [-0.1, 0.0, 0.0], [0.1, 0.1, 0.0], [0.0, 0.0, -0.1], [0.1, -0.2, 0.1], [0.0, 0.1, -0.3], [0.1, -0.1, -0.3], [-0.1, 0.3, 0.2], [0.0, -0.2, 0.1], [-0.1, 0.1, 0.0], [0.0, 0.2, 0.0], [0.0, -0.1, 0.0], [-0.1, -0.1, 0.1], [0.1, 0.0, 0.1], [0.0, 0.1, -0.1], [0.0, 0.1, 0.0]]}